{
  "formula": "C24H60ClN4O8",
  "method": "wB97M-V/def2-TZVPD",
  "symbols": ["Cl", "O", "O", "O", "O", "O", "O", "O", "O", "N", "N", "N", "N", "C", "C", "C", "C", "C", "C", "C", "C", "C", "C", "C", "C", "C", "C", "C", "C", "C", "C", "C", "C", "C", "C", "C", "C", "H", "H", "H", "H", "H", "H", "H", "H", "H", "H", "H", "H", "H", "H", "H", "H", "H", "H", "H", "H", "H", "H", "H", "H", "H", "H", "H", "H", "H", "H", "H", "H", "H", "H", "H", "H", "H", "H", "H", "H", "H", "H", "H", "H", "H", "H", "H", "H", "H", "H", "H", "H", "H", "H", "H", "H", "H", "H", "H", "H"],
  "coordinates": [[-0.39774, -0.16484, 0.19463], [2.32251, -2.90138, -1.15653], [-1.44142, -3.06267, -4.10811], [0.83412, 0.56951, -5.47202], [-2.88245, 5.35224, 1.44904], [2.25649, 0.93633, 4.50119], [4.56635, -1.54140, -0.06933], [-6.54333, -1.65121, -0.97327], [0.26186, 3.64004, 6.33271], [-0.92861, 3.99604, 2.76489], [2.96002, -0.44168, 2.09452], [-2.91365, -2.44247, -0.93729], [2.04936, -0.75534, -3.28241], [2.87125, -0.22825, -4.41096], [1.70795, -2.15810, -3.41595], [-1.25781, -2.45571, -5.39831], [2.06595, -0.12898, -5.69365], [-4.13665, -1.63161, -1.09778], [1.90292, -0.43374, 4.40972], [0.11180, 4.32514, 5.07049], [2.55846, 1.28646, 5.83566], [1.90990, -3.50253, 0.06657], [-1.97658, -2.25493, -3.10504], [-7.70037, -2.43110, -0.58183], [4.11215, -1.34769, 2.34406], [-2.41196, -3.21855, -2.04597], [-0.68696, 3.46176, 4.09405], [5.08648, -1.28636, 1.20206], [-1.75994, 3.23986, 1.85142], [1.77781, -0.75313, 2.92817], [-3.60444, 6.15810, 0.55448], [0.10654, 0.85572, -6.67244], [5.38647, -2.21770, -1.01688], [0.93826, 4.44368, 7.32145], [-5.40183, -2.49779, -1.37256], [-2.41168, 4.17777, 0.78905], [1.24619, -2.71990, -2.08960], [-7.51280, -3.23766, 0.12695], [0.64579, 1.64962, -7.18919], [1.05244, 4.61684, 4.60335], [5.79450, -3.11974, -0.56086], [3.19454, 0.74738, -4.04801], [0.27931, 5.28604, 7.53194], [1.89463, -1.12575, -6.10010], [-5.35107, -3.38215, -0.73740], [-2.59678, 2.83337, 2.41937], [-1.56812, 3.15261, 4.65627], [-2.13891, -1.86080, -0.65175], [0.95220, -0.54776, 4.93052], [1.19547, -0.23362, -3.41939], [-1.60616, -3.80002, -1.59800], [-2.25069, -2.25466, -5.80064], [2.62690, -2.66939, -3.70266], [-2.91231, 6.60154, -0.16137], [-4.37125, -1.07740, -0.18898], [2.72183, -3.61527, 0.78502], [1.12863, 3.93139, 8.26454], [-4.00320, -0.80923, -1.80062], [1.79971, 0.94063, 6.53766], [5.57208, -0.32017, 1.06513], [4.73550, -2.42078, -1.86722], [1.07767, -2.95331, 0.50685], [0.80189, -3.65153, -2.43996], [-0.78518, -1.48978, -5.22025], [-8.37459, -1.66896, -0.19113], [-1.26887, -1.45726, -2.87929], [4.65925, -1.05781, 3.24114], [2.62768, -1.17751, 4.74083], [-1.17155, 2.42315, 1.43323], [-0.14202, 2.52190, 4.00559], [-8.22187, -2.92159, -1.40375], [1.49090, -1.79928, 2.82170], [6.14553, -1.46418, -1.22698], [-0.87462, 1.27398, -6.44774], [0.52594, -1.99467, -1.71095], [-0.54539, -2.91717, -6.08214], [-1.57440, 4.77260, 2.76907], [3.82301, -2.39085, 2.47163], [0.98869, -0.07380, 2.60581], [-2.90273, -1.79279, -3.44677], [-1.68281, 4.43739, 0.02128], [-0.41375, 5.26410, 5.24436], [-4.01442, 6.96346, 1.16391], [-3.14898, -3.97944, -2.30277], [3.26312, 0.46528, 2.41957], [2.63600, 0.40106, -6.45666], [-5.38454, -2.82431, -2.41237], [1.90603, 4.80191, 6.97047], [-4.28602, 5.60826, -0.09455], [1.49347, -4.50943, 0.03736], [-3.24740, 3.64246, 0.33837], [3.49029, 0.84017, 6.18291], [3.72581, -0.88199, -4.58546], [2.66755, 2.35562, 6.01758], [0.94280, -2.28681, -4.18150], [0.03719, 0.01428, -7.36183], [5.87669, -1.99374, 1.45361]],
  "atomic_forces_ev_per_a": [[-0.35, -0.08, -0.06], [-0.38, -0.93, -0.14], [1.07, -1.35, -2.01], [-0.10, -0.62, -0.02], [-0.39, -0.69, -0.30], [0.67, 0.15, 0.93], [-1.48, -1.05, 0.08], [-0.01, -2.30, -0.41], [0.72, 0.19, 0.01], [-0.03, 1.65, 0.02], [0.14, -1.30, 1.29], [-1.21, 0.11, 1.29], [0.82, 0.61, -1.01], [-1.20, -0.20, 1.04], [1.05, 0.64, 0.44], [-0.29, 1.35, 1.55], [-0.12, 0.58, -0.42], [0.11, -0.48, 0.11], [0.12, -0.24, -1.08], [-0.23, 0.40, -0.18], [0.18, -0.11, 0.45], [-0.73, 0.34, 0.01], [-0.54, -0.91, -1.62], [0.47, 1.16, -0.62], [-0.88, 0.89, -0.63], [0.13, 0.55, 1.74], [0.08, -1.22, 0.42], [1.18, 0.11, -1.03], [-0.19, -0.79, -0.13], [-0.41, 1.13, -0.29], [1.00, 0.51, 0.01], [0.99, 0.58, 0.27], [-0.67, 1.40, 1.32], [-0.78, 0.01, -0.96], [0.70, 1.62, 0.74], [1.06, -0.85, 0.88], [0.15, 0.15, -0.54], [0.43, 0.26, 0.40], [0.11, 0.14, -0.42], [0.47, -0.26, 0.22], [0.24, -0.24, -0.24], [0.24, 0.13, -0.40], [0.17, 0.39, 0.17], [-0.34, -0.22, -0.05], [-0.06, -0.05, 0.17], [-0.32, -0.50, 0.05], [-0.75, 0.11, -0.09], [0.04, 0.59, 0.63], [-0.14, -0.42, 0.05], [-0.36, 0.26, 0.69], [0.44, 0.06, -0.40], [0.09, -0.16, -0.59], [0.04, -0.34, -0.26], [0.27, 0.33, -0.15], [0.37, -0.38, 0.41], [0.34, 0.65, -0.31], [-0.34, -0.57, -0.28], [-0.29, -0.09, -0.69], [-0.39, -0.06, -0.04], [0.17, 0.54, 0.80], [0.23, -0.07, 0.07], [0.17, 0.62, 0.20], [-0.39, -0.54, 0.89], [-0.11, 0.51, -0.13], [-0.13, -0.29, 0.32], [-0.02, -0.01, 0.86], [0.29, -0.07, 0.33], [0.58, 0.45, 1.10], [-0.39, -0.15, -0.51], [0.26, -0.07, -0.28], [0.16, 0.09, -0.54], [-0.15, 0.09, -0.30], [0.70, -0.47, -0.71], [-0.06, -0.39, 0.35], [-0.27, -0.30, 0.55], [-0.44, -0.91, 0.25], [0.73, 1.12, 1.31], [-0.48, 0.03, -0.04], [-0.23, -0.51, -0.70], [-0.14, 0.44, -0.36], [0.05, 0.16, -0.15], [-0.26, 0.27, 0.14], [-0.52, -0.12, -0.32], [-0.12, 0.26, -0.86], [-0.01, 0.41, -0.31], [0.19, 0.16, -0.21], [-0.71, 0.12, -0.21], [0.07, 0.12, -0.25], [-0.62, -0.13, 0.50], [0.02, -0.58, -1.02], [-0.04, -0.04, -0.14], [0.34, -0.30, -0.17], [0.17, 0.05, 0.04], [-0.22, 0.11, -0.69], [-0.05, -0.54, 0.07], [-0.14, -0.32, 0.14], [0.43, -0.34, -0.03]],
  "mulliken_spin": [-0.013, 0.003, -0.319, -1.355, -0.222, -0.072, -0.031, -0.157, -0.135, -0.008, -0.024, -0.020, -0.065, -0.119, -0.162, 1.438, 0.709, 0.089, 0.009, 0.009, 0.068, 0.010, -0.218, 0.142, -0.018, -0.025, -0.019, 0.028, 0.026, -0.019, 0.273, 2.536, 0.025, 0.247, 0.059, 0.056, -0.014, 0.015, -0.679, 0.002, 0.003, 0.042, -0.005, -0.105, 0.029, -0.008, 0.007, 0.003, 0.006, 0.001, 0.003, -0.326, 0.030, -0.018, 0.015, -0.003, -0.042, -0.010, 0.003, -0.003, 0.007, -0.001, -0.018, -0.040, -0.032, 0.002, 0.008, 0.000, -0.002, 0.003, -0.021, 0.000, -0.005, -0.045, -0.002, -0.409, 0.006, 0.003, 0.002, 0.023, -0.013, 0.002, -0.012, 0.018, 0.006, -0.007, -0.018, 0.000, -0.029, 0.000, 0.023, -0.010, -0.048, 0.035, 0.096, -0.203, 0.006],
  "s2": 0.75,
  "e_tot_ha": -2231.248584,
  "charge": -2,
  "largest_force_ev_per_a": 2.65,
  "relative_energy_kj_mol": 62.72,
  "homo_lumo_gap_ev": [0.96, 6.39],
  "homo_energy_ev": [2.9, -2.5],
  "spin_multiplicity": 2,
  "e_lumo_ha": [0.1432, 0.1417]
}